# 1
The following is a DFT calculation (ωB97M-V/def2-TZVPD) of an isolated molecule of C5H7NO.

```
14
Properties=species:S:1:pos:R:3:forces:R:3:lowdin_charge:R:1
C 1.971 0.037 -0.367 -0.014 -0.074 -0.078 -0.0093
C 0.707 -0.121 0.448 -0.093 -0.652 0.171 -0.4287
O 0.694 -0.228 1.647 -0.003 -0.212 -0.619 0.1002
C -0.678 -0.022 -0.349 0.327 -0.084 0.260 -0.2572
C -1.844 -0.712 0.361 0.062 -0.006 0.105 -0.0506
C -0.599 1.434 -0.260 0.136 1.018 0.089 -0.2089
N -0.138 2.469 -0.034 -0.764 -0.195 -0.399 0.1899
H 2.483 -0.929 -0.344 -0.007 0.057 -0.053 0.0922
H 2.645 0.781 0.068 -0.263 -0.152 0.048 0.0962
H 1.758 0.304 -1.404 0.040 -0.038 0.130 0.0822
H -0.623 -0.317 -1.408 0.289 0.060 0.405 0.1451
H -1.666 -0.673 1.437 -0.090 0.019 -0.041 0.0795
H -2.817 -0.258 0.147 0.288 0.032 -0.063 0.0845
H -1.893 -1.764 0.059 0.092 0.228 0.047 0.0849
```
Forces are in eV/Å.

Calculated values
**Total energy**: -324.68690 Eh
**ΔE to the lowest compared entry with this formula, charge and spin**: 98.6 kJ/mol
**Gap between HOMO and LUMO**: 10.7 eV
**HOMO energy**: -10.14 eV
**F_max**: 1.0 eV Å⁻¹

---

# 2
The following is a DFT calculation (ωB97M-V/def2-TZVPD) of C14H17FN2OPdSSi as an isolated structure.

```
38
Properties=species:S:1:pos:R:3:forces:R:3:lowdin_spin:R:1
Pd 0.083 0.285 0.974 -1.959 1.721 1.651 0.1901
C 1.414 0.899 -1.466 -0.509 -0.217 0.076 0.0335
Si 0.095 -0.482 -1.601 0.820 -0.574 -1.130 0.0441
C 0.761 -2.113 -0.919 -0.174 0.257 -0.370 0.0075
C -0.361 -0.640 -3.415 -0.084 0.041 0.327 0.0008
N -1.213 0.000 -0.525 -0.623 -0.371 -0.053 0.3873
C -2.495 0.395 -0.610 0.672 -0.428 0.283 0.0802
C -3.229 0.347 -1.823 -0.207 0.109 -0.280 0.1082
C -4.553 0.707 -1.857 0.165 -0.106 -0.389 0.0042
C -5.213 1.128 -0.702 -0.065 0.041 0.182 0.1728
C -4.538 1.198 0.510 -0.037 0.030 -0.054 -0.0141
C -3.217 0.846 0.539 0.011 -0.052 0.061 0.1302
F -2.561 0.930 1.688 0.185 -0.013 0.244 0.0447
H 2.121 0.761 -2.287 -0.029 -0.063 -0.010 0.0058
H 2.009 0.886 -0.549 0.039 0.024 0.031 0.0019
H 0.966 1.888 -1.579 0.045 0.039 -0.031 -0.0007
H 1.506 -2.524 -1.606 -0.033 0.031 -0.043 0.0008
H -0.038 -2.850 -0.818 -0.007 0.007 0.001 -0.0003
H 1.235 -2.003 0.055 0.002 0.005 0.031 -0.0006
H 0.522 -0.958 -3.972 0.023 -0.002 0.013 0.0001
H -0.696 0.308 -3.838 0.020 0.007 -0.014 -0.0001
H -1.140 -1.388 -3.578 0.027 -0.024 -0.016 -0.0001
H -2.717 0.019 -2.717 -0.083 0.003 0.037 0.0036
H -5.095 0.664 -2.792 0.020 -0.021 -0.003 -0.0024
H -6.257 1.406 -0.743 -0.010 -0.001 -0.035 0.0087
H -5.028 1.528 1.416 0.056 -0.009 0.013 -0.0033
O 1.045 1.459 2.363 -0.137 -1.450 -1.643 -0.0229
N 2.104 0.613 2.227 2.694 -0.745 3.563 0.0041
C 3.347 1.194 2.280 -1.145 -0.007 -0.442 -0.0019
C 4.456 0.483 2.607 0.732 -0.411 -0.025 0.0013
C 4.348 -0.866 2.963 -0.409 0.477 -0.043 -0.0019
C 3.088 -1.425 3.043 0.348 -0.277 -0.102 -0.0035
C 1.955 -0.697 2.717 0.021 1.092 -0.738 -0.0142
S 0.345 -1.324 2.810 -0.248 0.878 -1.079 -0.1623
H 3.340 2.251 2.056 0.003 0.002 -0.031 -0.0004
H 5.416 0.979 2.608 -0.033 0.009 -0.059 0.0001
H 5.229 -1.449 3.192 -0.008 -0.006 0.059 -0.0001
H 2.962 -2.454 3.349 -0.082 0.007 0.016 -0.0015
```
Forces are in eV/Å.

Calculated values
**Total energy**: -1643.53854 Eh
**ΔE to the lowest compared entry with this formula, charge and spin**: 215.4 kJ/mol
**Gap between HOMO and LUMO (spin up / spin down)**: 6.2 / 6.0 eV
**Spin multiplicity**: 2
**HOMO energy (spin up / spin down)**: -11.59 / -11.64 eV
**F_max**: 4.5 eV Å⁻¹
**Total charge**: +1

---

# 3
The following is a DFT calculation (ωB97M-V/def2-TZVPD) of a 2-piece molecular cluster, C4H7O3 overall.

```
14
Properties=species:S:1:pos:R:3:forces:R:3:lowdin_charge:R:1
C -1.969 0.377 -0.245 -4.315 -0.856 -3.067 -0.5042
O -3.028 0.238 0.392 0.451 -0.560 0.512 -0.0877
C -0.880 -0.566 -0.426 -0.740 2.518 0.855 -0.0681
C -0.458 0.473 0.770 2.980 -0.550 1.977 -0.0837
C 2.583 -0.484 -0.353 0.492 1.030 1.656 -0.6664
O 1.901 -1.299 0.306 0.116 -0.763 -0.789 -0.1501
O 2.727 0.728 -0.053 -0.061 0.067 -0.662 -0.1509
H -2.098 1.209 -0.962 1.391 0.404 0.090 0.1285
H 0.515 0.049 1.081 -0.043 -0.053 -0.143 0.0710
H -1.088 -1.611 -0.227 0.397 0.237 0.629 0.1189
H -0.213 -0.326 -1.247 -0.028 -0.266 0.105 0.1067
H -1.084 0.532 1.668 0.083 -0.338 -0.482 0.0964
H -0.149 1.489 0.489 -0.355 -0.431 -0.449 0.1045
H 3.242 -0.812 -1.193 -0.366 -0.439 -0.233 0.0851
```
Forces are in eV/Å.

Calculated values
**Total energy**: -382.30860 Eh
**ΔE to the lowest compared entry with this formula, charge and spin**: 262.8 kJ/mol
**Gap between HOMO and LUMO**: 8.5 eV
**HOMO energy**: -4.49 eV
**F_max**: 5.4 eV Å⁻¹
**Total charge**: -1

---

# 4
The following is a DFT calculation (ωB97M-V/def2-TZVPD) of a 2-piece molecular cluster, C5H16NS2 overall.

```
24
Properties=species:S:1:pos:R:3:forces:R:3:lowdin_charge:R:1
C -0.972 1.112 -0.836 2.428 -1.046 -0.005 -0.1174
C -0.619 0.215 -2.031 0.389 -1.277 0.384 -0.2599
C -1.912 -0.108 -2.784 -0.519 1.225 0.408 -0.0951
N 0.379 1.367 -0.025 -1.264 -0.065 -0.987 0.1580
H -1.361 2.057 -1.149 -0.121 0.666 -0.073 0.1230
H -1.647 0.612 -0.173 -0.232 -0.135 0.585 0.1014
H -0.064 -0.763 -1.740 -0.891 1.681 -0.089 0.1354
H 0.026 0.764 -2.710 0.342 -0.002 -0.034 0.1065
H -2.718 -0.325 -2.055 0.299 -0.085 -0.497 0.0852
H -2.190 0.847 -3.307 -0.085 -1.127 0.130 0.0999
H -1.815 -0.942 -3.474 0.026 0.189 -0.075 0.0817
H 0.730 0.454 0.330 -0.277 0.169 -0.053 0.0330
H 1.067 1.821 -0.625 0.028 -0.143 -0.112 0.1605
H 0.236 1.977 0.770 -0.153 0.093 0.302 0.1386
C 0.391 -2.750 0.787 0.315 1.044 -0.057 -0.4018
S 0.019 -1.215 1.738 -1.185 -0.315 -0.226 0.4276
S 1.856 -0.813 2.524 1.784 -0.029 0.163 0.4605
C 1.841 0.917 3.098 -1.211 0.398 0.833 -0.4709
H 1.365 -2.566 0.303 -0.455 -0.433 0.033 0.0362
H 0.383 -3.649 1.399 0.085 0.208 0.100 0.0437
H -0.427 -2.770 0.065 0.219 -0.225 -0.060 0.0269
H 0.769 1.148 3.354 1.071 -0.019 0.010 0.0426
H 2.411 0.854 4.052 -0.458 0.246 -0.682 0.0438
H 2.253 1.754 2.487 -0.132 -1.016 0.002 0.0407
```
Forces are in eV/Å.

Calculated values
**Total energy**: -1050.96814 Eh
**ΔE to the lowest compared entry with this formula, charge and spin**: 117.9 kJ/mol
**Gap between HOMO and LUMO**: 8.5 eV
**HOMO energy**: -11.60 eV
**F_max**: 2.6 eV Å⁻¹
**Total charge**: +1

---

# 5
The following is a DFT calculation (ωB97M-V/def2-TZVPD) of an isolated molecule of C3H5NO2.

```
11
Properties=species:S:1:pos:R:3:forces:R:3:lowdin_charge:R:1
O -2.106 1.561 0.079 0.315 -0.190 -0.141 0.1275
C -1.174 0.812 0.032 -0.256 0.385 -0.029 -0.5519
N 0.081 0.974 0.645 -0.174 -0.028 -0.037 0.0728
C 0.750 -0.318 0.552 0.134 -0.113 -0.022 -0.1625
C 0.144 -0.858 -0.733 0.232 -0.160 0.028 -0.1507
O -1.204 -0.384 -0.631 -0.048 0.171 0.067 0.0225
H 0.585 1.798 0.339 -0.137 -0.071 0.232 0.1413
H 1.838 -0.246 0.573 -0.164 0.049 -0.107 0.1238
H 0.411 -0.921 1.406 0.227 0.010 -0.174 0.1243
H 0.134 -1.942 -0.835 -0.057 0.075 0.076 0.1250
H 0.615 -0.404 -1.617 -0.071 -0.128 0.107 0.1279
```
Forces are in eV/Å.

Calculated values
**Total energy**: -322.55745 Eh
**ΔE to the lowest compared entry with this formula, charge and spin**: 44.3 kJ/mol
**Gap between HOMO and LUMO**: 11.0 eV
**HOMO energy**: -10.28 eV
**F_max**: 0.5 eV Å⁻¹

---

# 6
The following is a DFT calculation (ωB97M-V/def2-TZVPD) of an isolated molecule of C3H6N4S.

```
14
Properties=species:S:1:pos:R:3:forces:R:3:lowdin_charge:R:1
N -2.696 -1.386 -1.437 -0.960 0.036 -0.767 -0.0110
N -2.207 -0.890 -0.259 -0.865 -0.072 0.496 -0.0123
C -1.057 -0.402 -0.246 0.794 -0.160 -1.105 -0.3243
C -0.331 0.106 0.985 -0.225 -1.888 -0.175 -0.1519
N 0.948 0.357 0.417 0.442 0.130 0.429 -0.5549
S 2.150 1.108 1.251 1.152 0.765 0.597 0.8172
C 0.889 0.153 -0.924 0.926 0.441 0.015 -0.2656
N -0.173 -0.296 -1.431 -1.746 -0.127 1.086 0.1372
H -3.726 -1.413 -1.437 0.934 0.052 0.377 0.0845
H -2.392 -0.859 -2.255 0.255 -0.182 0.132 0.0681
H -0.204 -0.640 1.762 -0.377 -0.440 0.102 0.1229
H -0.749 0.944 1.457 -0.695 1.452 0.384 0.1013
H 2.804 0.127 1.967 -0.606 0.014 -0.629 -0.1185
H 1.751 0.473 -1.438 0.971 -0.023 -0.942 0.1071
```
Forces are in eV/Å.

Calculated values
**Total energy**: -735.06150 Eh
**ΔE to the lowest compared entry with this formula, charge and spin**: 221.3 kJ/mol
**Gap between HOMO and LUMO**: 8.8 eV
**HOMO energy**: -8.24 eV
**F_max**: 2.1 eV Å⁻¹

---

# 7
The following is a DFT calculation (ωB97M-V/def2-TZVPD) of C28H26BF2N5O6RhS as an isolated structure.

```
70
Properties=species:S:1:pos:R:3:forces:R:3:lowdin_charge:R:1
Rh -1.471 1.144 0.801 0.006 0.197 -0.036 1.0240
C 9.695 -5.543 -3.384 0.017 0.018 0.003 -0.1079
O 8.877 -5.926 -2.304 -0.026 0.000 -0.001 -0.0979
C 7.762 -5.163 -2.067 0.030 -0.004 -0.022 -0.2941
C 6.952 -5.581 -1.012 -0.015 -0.004 0.021 -0.0173
C 5.806 -4.885 -0.688 0.046 0.016 -0.046 -0.0261
C 5.440 -3.747 -1.417 0.000 -0.216 -0.143 -0.2710
C 6.255 -3.341 -2.464 -0.018 -0.027 0.061 -0.0344
C 7.413 -4.036 -2.796 0.033 -0.023 0.009 -0.0381
N 4.286 -2.969 -1.178 -0.056 0.298 0.126 0.0152
N 3.581 -3.388 -0.220 0.212 -0.087 0.065 0.0408
C 2.484 -2.690 0.205 -0.151 0.019 -0.047 -0.2505
C 1.812 -3.312 1.267 -0.001 0.008 0.001 -0.0420
C 0.711 -2.789 1.888 0.051 -0.053 -0.043 -0.0301
C 0.159 -1.544 1.483 -0.142 0.051 -0.079 -0.3707
O -0.793 -1.001 2.070 0.132 0.177 0.180 -0.0452
C 0.796 -0.896 0.308 -0.025 -0.049 0.118 -0.0923
N 0.228 0.258 -0.134 -0.174 -0.056 -0.059 0.0130
C 0.847 0.947 -1.083 0.001 0.070 0.029 -0.1470
C 2.020 0.512 -1.685 0.038 -0.084 0.024 -0.0415
C 2.573 -0.684 -1.309 0.001 0.113 -0.065 -0.0019
C 1.971 -1.431 -0.280 -0.101 -0.099 0.042 -0.0756
H 10.501 -6.272 -3.433 0.000 0.004 0.003 0.0866
H 10.122 -4.546 -3.231 -0.005 -0.008 -0.006 0.0913
H 9.145 -5.551 -4.330 -0.003 -0.004 -0.001 0.0913
H 7.244 -6.465 -0.459 0.002 0.003 0.005 0.1129
H 5.177 -5.208 0.129 -0.011 0.006 0.005 0.0973
H 5.970 -2.459 -3.024 -0.013 -0.001 -0.008 0.1047
H 8.022 -3.688 -3.618 0.002 0.001 0.000 0.0943
H 2.226 -4.258 1.598 0.005 -0.001 0.009 0.1053
H 0.240 -3.291 2.722 -0.010 0.008 0.002 0.1028
H 0.388 1.869 -1.397 0.023 -0.030 0.048 0.0968
H 2.465 1.115 -2.465 0.010 0.014 0.015 0.1033
H 3.467 -1.063 -1.775 -0.025 -0.003 0.007 0.0806
C -8.330 4.498 0.267 -0.016 0.010 -0.001 -0.0575
C -7.321 3.385 0.186 0.011 -0.022 -0.001 -0.2740
C -7.651 2.160 -0.386 -0.002 0.016 0.013 -0.0428
C -6.719 1.139 -0.467 -0.041 -0.037 0.057 -0.0477
C -5.433 1.341 0.018 -0.051 -0.136 0.050 -0.2345
C -5.081 2.557 0.583 0.054 0.052 -0.051 -0.0328
C -6.030 3.563 0.670 0.003 -0.009 -0.006 -0.0185
S -4.264 -0.002 -0.155 -0.187 0.320 -0.193 0.7254
O -5.088 -1.157 -0.365 0.194 -0.084 -0.153 -0.2718
O -3.447 0.382 -1.383 -0.080 0.010 0.235 -0.1176
N -3.201 -0.078 0.952 0.381 -0.004 0.190 -0.2860
C -3.617 -0.062 2.354 -0.046 0.006 0.112 -0.1574
C -3.414 1.340 2.955 0.076 0.011 -0.348 -0.6427
O -4.024 1.704 3.944 0.028 -0.106 0.093 0.0321
O -2.560 2.080 2.304 -0.067 -0.165 -0.329 -0.1842
H -9.346 4.120 0.152 0.000 -0.003 -0.002 0.0704
H -8.159 5.235 -0.521 0.005 -0.002 0.000 0.0803
H -8.266 5.018 1.223 0.006 0.001 0.002 0.0762
H -8.655 1.998 -0.761 0.001 -0.002 -0.004 0.1072
H -6.983 0.180 -0.890 0.012 -0.005 -0.006 0.1088
H -4.080 2.725 0.950 -0.002 -0.010 0.014 0.0946
H -5.756 4.505 1.131 0.002 0.001 0.000 0.1174
H -2.960 -0.752 2.884 -0.038 -0.002 0.055 0.1038
H -4.650 -0.382 2.507 0.001 0.043 -0.029 0.1217
C -0.351 5.448 3.083 -0.002 0.013 0.014 -0.0854
C 0.284 5.222 1.707 0.035 0.028 -0.015 -0.2053
C -0.068 3.900 1.204 -0.113 0.041 -0.068 -0.1044
N -0.444 2.873 0.873 0.176 -0.392 0.014 0.1089
H -0.071 6.431 3.460 -0.004 0.005 -0.009 0.0713
H -0.017 4.691 3.790 0.005 0.001 0.002 0.0840
H -1.435 5.385 3.020 -0.001 -0.016 -0.001 0.0841
H 1.371 5.301 1.751 -0.005 -0.007 0.012 0.1148
H -0.069 5.958 0.983 0.007 0.009 0.013 0.1177
F -1.457 1.081 -2.235 -0.007 0.138 0.028 0.1075
B -2.296 1.401 -1.192 -0.125 0.049 0.067 -0.9459
F -2.782 2.691 -1.312 -0.044 -0.007 0.028 0.1059
```
Forces are in eV/Å.

Calculated values
**Total energy**: -2541.33291 Eh
**ΔE to the lowest compared entry with this formula, charge and spin**: 60.9 kJ/mol
**Gap between HOMO and LUMO**: 6.5 eV
**HOMO energy**: -4.18 eV
**F_max**: 0.4 eV Å⁻¹
**Total charge**: -1

---

# 8
The following is a DFT calculation (ωB97M-V/def2-TZVPD) of a 2-piece molecular cluster, C3H6O2P overall.

```
12
Properties=species:S:1:pos:R:3:forces:R:3:lowdin_charge:R:1
C 2.705 0.208 -0.175 2.806 0.423 -0.710 -0.1578
C 1.498 -0.272 0.014 -2.143 -2.454 -1.286 -0.4937
C -2.228 -0.353 0.306 -2.420 0.673 -3.228 -0.3381
O -1.123 1.881 -0.883 1.875 -1.517 1.727 -0.6897
O -0.967 -0.820 0.610 1.753 -0.546 0.904 -0.5611
P 0.095 0.429 0.869 -1.514 2.081 -1.183 0.8945
H 3.455 -0.323 -0.902 -1.382 1.100 1.584 0.0645
H 3.072 1.155 0.348 -0.580 -1.354 -0.916 0.0558
H 1.087 -1.259 -0.481 1.305 1.820 0.644 0.0911
H -2.908 -0.140 1.196 0.891 -0.240 -0.975 0.0646
H -2.731 -1.087 -0.449 0.564 0.654 1.687 0.0743
H -1.954 0.582 -0.453 -1.156 -0.641 1.751 -0.0043
```
Forces are in eV/Å.

Calculated values
**Total energy**: -609.55980 Eh
**ΔE to the lowest compared entry with this formula, charge and spin**: 704.7 kJ/mol
**Gap between HOMO and LUMO (spin up / spin down)**: 6.5 / 6.7 eV
**HOMO energy (spin up / spin down)**: -2.77 / -2.87 eV
**F_max**: 4.1 eV Å⁻¹
**Total charge**: -1

---

What did the fifth record say?
The following is a DFT calculation (ωB97M-V/def2-TZVPD) of an isolated molecule of C3H5NO2.

```
11
Properties=species:S:1:pos:R:3:forces:R:3:lowdin_charge:R:1
O -2.106 1.561 0.079 0.315 -0.190 -0.141 0.1275
C -1.174 0.812 0.032 -0.256 0.385 -0.029 -0.5519
N 0.081 0.974 0.645 -0.174 -0.028 -0.037 0.0728
C 0.750 -0.318 0.552 0.134 -0.113 -0.022 -0.1625
C 0.144 -0.858 -0.733 0.232 -0.160 0.028 -0.1507
O -1.204 -0.384 -0.631 -0.048 0.171 0.067 0.0225
H 0.585 1.798 0.339 -0.137 -0.071 0.232 0.1413
H 1.838 -0.246 0.573 -0.164 0.049 -0.107 0.1238
H 0.411 -0.921 1.406 0.227 0.010 -0.174 0.1243
H 0.134 -1.942 -0.835 -0.057 0.075 0.076 0.1250
H 0.615 -0.404 -1.617 -0.071 -0.128 0.107 0.1279
```
Forces are in eV/Å.

Calculated values
**Total energy**: -322.55745 Eh
**ΔE to the lowest compared entry with this formula, charge and spin**: 44.3 kJ/mol
**Gap between HOMO and LUMO**: 11.0 eV
**HOMO energy**: -10.28 eV
**F_max**: 0.5 eV Å⁻¹